w | Molecular formula: CH4F2Si
Method: DFT, the ωB97M-V functional and the def2-TZVPD basis

- E_HOMO: -10.6 eV
- Charge: 0
- LUMO: -0.60 eV
- Frontier orbital gap: 10.0 eV

Each line ends with the Löwdin charge.
Positions of all 8 atoms, in Å:
C: 1.0053 -0.1523 -0.3120  -0.17
F: -1.9773 -1.4107 -0.2338  -0.58
F: -1.1667 1.7845 -0.0796  -0.20
Si: -0.5611 0.4226 0.5684  0.88
H: 1.4980 -1.0061 0.0234  0.01
H: 0.7600 -0.5157 -1.4009  0.11
H: 1.7938 0.4611 -0.3555  -0.03
H: -1.3520 0.4166 1.7901  -0.01

x | Molecular formula: CH4F2Si
Method: DFT, the ωB97M-V functional and the def2-TZVPD basis

- E_HOMO: -9.3 eV
- Structure (SMILES): C=[SiH]F.F
- Charge: 0
- LUMO: -0.18 eV
- Frontier orbital gap: 9.1 eV

Each line ends with the Löwdin charge.
Positions of all 8 atoms, in Å:
C: 0.6042 0.3249 0.1632  -0.25
F: -1.7936 2.2254 -0.5244  -0.05
F: 1.2980 -2.2167 -0.9153  -0.29
Si: 0.2645 -1.3845 0.1186  0.72
H: 0.9769 0.8520 -0.6549  -0.04
H: 0.0818 0.7927 1.0552  -0.01
H: -1.0911 1.8932 -0.0991  -0.04
H: -0.3407 -2.4871 0.8566  -0.05

Which of them is most stable, and which least? Most stable: w; least stable: x.

w | Molecular formula: C2H3ClFI
Method: DFT, the ωB97M-V functional and the def2-TZVPD basis

- E_HOMO: -9.9 eV
- Structure (SMILES): C=C(F)Cl.I
- Charge: 0
- LUMO: 0.49 eV
- Frontier orbital gap: 10.4 eV

Each line ends with the Löwdin charge.
Positions of all 8 atoms, in Å:
C: 1.2707 0.3156 0.4215  0.01
C: 0.6332 -0.6851 -0.1365  -0.76
F: -0.2357 -0.4839 -1.2029  -0.11
Cl: 0.2044 -2.2533 0.5311  0.66
I: -3.3549 0.9531 -0.4291  0.42
H: -1.7685 0.8255 -0.1237  -0.37
H: 2.1226 0.1479 1.0772  0.08
H: 1.1283 1.1802 -0.1376  0.05

x | Molecular formula: C2H3ClFI
Method: DFT, the ωB97M-V functional and the def2-TZVPD basis

- E_HOMO: -9.6 eV
- Structure (SMILES): C=C(F)I.Cl
- Charge: 0
- LUMO: 0.37 eV
- Frontier orbital gap: 10.0 eV

Each line ends with the Löwdin charge.
Positions of all 8 atoms, in Å:
C: -0.5398 1.4114 -0.1534  -0.03
C: 0.5247 0.6724 -0.1641  -0.88
F: 0.5888 -0.4243 0.6419  -0.14
Cl: -0.6853 -3.0851 -0.1612  0.28
I: 2.4449 0.9858 -0.9336  0.86
H: -1.4352 1.0129 0.4026  0.10
H: -0.6473 2.3250 -0.6669  0.05
H: -0.2508 -2.8981 1.0347  -0.24

Which of them is most stable, and which least? Most stable: x; least stable: w.